1.
Below is a 6-piece molecular cluster, C18H44O18S5 overall in a non-equilibrium geometry, with properties calculated with ωB97M-V with the def2-TZVPD basis set.

Each line ends with the Mulliken charge.
CARTESIAN COORDINATES (ANGSTROEM)
C: 4.0572 -0.1162 -3.7372  -1.112
C: 3.8782 -1.4092 -2.9012  -0.251
O: 4.0482 -1.1912 -1.5522  -0.241
S: 3.8692 -2.5152 -0.4582  0.969
C: 4.9562 -2.3002 0.8358  -1.103
O: 2.4782 -2.5122 -0.0292  -0.403
O: 4.2892 -3.7592 -1.2402  -0.631
H: 4.9832 0.1568 -3.7602  0.444
H: 3.3922 0.7748 -3.3912  0.088
H: 3.5622 -0.3052 -4.7002  0.372
H: 2.8132 -1.8032 -2.6902  0.226
H: 4.3292 -2.2912 -3.2932  0.460
H: 4.6202 -2.6692 1.6968  0.444
H: 5.1732 -1.3452 1.0548  0.471
H: 6.1302 -2.5012 0.4518  0.306
C: -2.6158 -5.2842 -4.7042  -1.435
C: -2.6288 -3.8302 -4.5072  -0.365
O: -2.4478 -3.5912 -3.2152  -0.246
S: -3.2438 -2.2882 -2.4982  1.191
C: -2.9738 -2.5492 -0.7352  -1.076
O: -2.4888 -1.1072 -2.9362  -0.624
O: -4.6498 -2.4842 -2.5652  -0.633
H: -3.4988 -5.7532 -4.3042  0.345
H: -1.9988 -5.7582 -4.0612  0.414
H: -2.3408 -5.4472 -5.7862  0.327
H: -1.9038 -3.5542 -5.1792  0.322
H: -3.4628 -3.5502 -4.9232  0.550
H: -3.1868 -3.4542 -0.2832  0.503
H: -3.3178 -1.7162 -0.1722  0.433
H: -1.9788 -2.2202 -0.6192  0.221
C: 1.9482 7.7898 1.7308  -1.233
C: 3.0572 7.3568 0.8578  -0.278
O: 2.8122 6.1258 0.2018  -0.170
S: 3.9902 5.5728 -0.8032  1.158
C: 3.2192 4.1848 -1.5792  -0.698
O: 4.2352 6.6218 -1.8112  -0.642
O: 5.0772 5.1578 0.0988  -0.631
H: 0.7772 7.6308 1.4388  0.256
H: 2.0242 8.8588 2.0308  0.340
H: 2.0632 7.2538 2.5668  0.390
H: 3.1042 8.0238 0.0188  0.335
H: 4.1092 7.2468 1.3228  0.326
H: 2.7732 3.5588 -0.6972  0.088
H: 3.8522 3.4948 -2.1402  0.461
H: 2.2382 4.5298 -2.3162  0.281
C: -2.7868 2.1068 -1.8242  -0.377
C: -3.5098 2.4298 -0.5792  -0.552
O: -3.1288 1.2978 0.4168  -0.153
S: -3.8368 1.3838 1.9528  1.194
C: -2.7448 0.7208 3.0828  -0.687
O: -4.0388 2.7488 2.3148  -0.666
O: -4.9728 0.5688 1.7818  -0.627
H: -3.4248 2.4668 -2.8092  0.339
H: -2.6938 1.0258 -1.8322  -0.073
H: -1.8968 2.7568 -1.9082  0.096
H: -3.4718 3.4518 -0.3122  0.388
H: -4.6638 2.1968 -0.6082  0.411
H: -3.1368 0.6208 4.0008  0.608
H: -1.5768 1.0398 3.0438  0.196
H: -2.7928 -0.4022 2.7988  0.021
C: 0.1432 -3.1192 2.2208  -1.021
C: -0.4178 -3.0522 3.6058  -0.300
O: -1.7998 -3.2192 3.4568  -0.240
S: -2.7728 -3.1912 4.8028  1.142
C: -2.5378 -4.8102 5.5128  -0.969
O: -2.1138 -2.2462 5.6878  -0.664
O: -4.0828 -2.9482 4.4828  -0.537
H: 1.1692 -2.9642 2.2058  0.495
H: -0.2178 -2.2892 1.6638  0.002
H: 0.0152 -4.0772 1.7678  0.369
H: 0.1412 -3.8622 4.3328  0.249
H: -0.3738 -2.1922 4.0738  0.459
H: -1.4858 -5.2332 5.5568  0.304
H: -2.7638 -5.5512 4.7898  0.386
H: -3.1318 -5.0072 6.4238  0.339
O: -0.5968 3.2648 1.4308  -0.593
C: -0.2268 2.3778 0.6968  0.652
O: -0.2178 1.0758 1.0438  -0.239
C: 0.4722 0.2948 0.1438  -0.784
C: 0.7242 1.2818 -0.9892  0.366
O: 0.3432 2.5628 -0.5112  -0.321
H: 1.3602 -0.0172 0.4168  0.595
H: 0.0362 -0.6132 0.0978  0.201
H: 0.0962 0.9498 -1.8222  0.215
H: 1.7882 1.1368 -1.3272  -0.171

The calculation puts the energy above the lowest of the compared OMol25 structures with the same formula, charge and spin at 30.8 kJ/mol. The HOMO energy is -10.30 eV. Its charge is 0. The value obtained for the HOMO-LUMO gap is 10.09 eV. The spin multiplicity is 1. Its SMILES is CCOS(C)(=O)=O.CCOS(C)(=O)=O.CCOS(C)(=O)=O.CCOS(C)(=O)=O.CCOS(C)(=O)=O.O=C1OCCO1. The lowest unoccupied orbital energy is -0.21 eV.

***

2.
Below is C53H55GeN3P2Pd as an isolated structure in a non-equilibrium geometry, with properties calculated with ωB97M-V with the def2-TZVPD basis set.

Each line ends with the Mulliken spin population.
CARTESIAN COORDINATES (ANGSTROEM)
Pd: 1.4169 -0.0391 -0.1606  1.192
C: 3.6458 2.8150 1.8049  -0.021
C: 4.7752 1.8650 1.6131  0.869
P: 0.4371 -0.9109 1.9018  0.713
C: 0.2927 -0.1692 3.5511  0.130
C: -0.8597 -0.0966 4.3404  0.042
C: -0.7853 0.4435 5.6091  -0.017
C: 0.4121 0.8729 6.1520  0.050
C: 1.5672 0.7794 5.3941  -0.012
C: 1.4945 0.2716 4.1061  0.068
C: -0.4159 -2.4720 1.7166  0.111
C: -0.2231 -3.4925 2.7155  0.032
C: -0.6300 -4.8195 2.4952  -0.023
C: -1.3439 -5.1742 1.3624  0.072
C: -1.5814 -4.1532 0.4106  -0.031
C: -1.1249 -2.8462 0.5461  -0.006
C: 3.0704 3.2599 0.4417  0.177
P: 1.5287 2.4349 -0.0716  0.169
C: 0.1444 3.0296 0.9154  -0.011
C: -0.9351 2.1712 1.1339  0.032
C: -1.9899 2.5949 1.9337  -0.010
C: -1.9730 3.8684 2.4803  0.004
C: -0.8951 4.7078 2.3115  0.005
C: 0.1737 4.2741 1.5443  0.000
C: 1.2317 3.0091 -1.7583  -0.023
C: 0.4606 2.1924 -2.6161  0.074
C: 0.3793 2.5420 -3.9526  0.017
C: 0.9583 3.7046 -4.4250  0.009
C: 1.6819 4.5031 -3.5889  0.001
C: 1.8465 4.1675 -2.2540  0.014
H: 3.9487 3.7068 2.4023  0.022
H: 2.8848 2.3121 2.4203  0.018
H: 5.7694 2.2294 1.3519  -0.033
H: 4.6787 0.7917 1.7500  0.038
H: -1.8536 -0.3997 3.9463  0.011
H: -1.6568 0.5619 6.2169  0.000
H: 0.4867 1.2949 7.1491  0.002
H: 2.5514 1.1175 5.7701  0.000
H: 2.4201 0.1738 3.5898  0.003
H: 0.2780 -3.2416 3.6401  0.008
H: -0.4984 -5.5402 3.2782  0.001
H: -1.7096 -6.1724 1.1893  0.002
H: -2.2088 -4.4116 -0.4294  0.000
H: -0.7099 -1.0473 -0.6208  -0.101
H: 3.8130 3.0418 -0.3306  -0.056
H: 2.9211 4.3441 0.4391  0.026
H: -0.9757 1.1827 0.7212  0.087
H: -2.8075 1.9050 2.1754  0.004
H: -2.8269 4.2076 3.0545  0.000
H: -0.9054 5.6847 2.7763  0.000
H: 0.9922 4.9656 1.4284  0.002
H: -0.0417 1.2994 -2.2291  -0.046
H: -0.1378 1.9024 -4.6819  0.000
H: 0.8951 4.0112 -5.4516  0.000
H: 2.0838 5.4196 -3.9814  0.001
H: 2.4365 4.8200 -1.6261  -0.001
C: 6.5336 0.8767 -1.7615  0.014
C: 5.3599 1.1579 -2.6412  0.007
N: 4.1827 0.6756 -1.9259  0.032
C: 4.2077 -0.5652 -1.3185  -0.030
N: 3.0397 -1.0783 -0.8914  0.138
C: 2.9379 -2.4679 -0.3776  0.047
C: 4.0918 -3.2813 -0.9089  0.025
C: 5.3944 -2.5474 -0.5420  0.000
N: 5.3903 -1.1778 -1.1060  0.025
C: 6.6967 -0.6185 -1.5719  -0.007
H: 6.4806 1.4377 -0.8481  0.011
H: 7.4110 1.2671 -2.2582  0.001
H: 5.4441 0.6796 -3.6167  0.001
H: 5.2777 2.2394 -2.7899  0.003
H: 3.2683 0.8410 -2.3439  0.012
H: 1.9917 -2.8937 -0.6914  -0.010
H: 2.9560 -2.4669 0.7127  -0.027
H: 4.0167 -3.3811 -1.9919  -0.001
H: 4.1409 -4.2842 -0.5096  -0.001
H: 6.2600 -3.0618 -0.9795  0.001
H: 5.5270 -2.5628 0.5620  0.000
H: 6.9574 -1.0898 -2.5170  0.001
H: 7.4797 -0.8751 -0.8532  0.000
C: -1.4085 -1.9261 -0.5905  0.104
Ge: -3.2348 -1.2605 -0.8559  0.021
C: -4.0612 -0.6222 0.7836  0.000
C: -4.9934 0.4272 0.7029  0.001
C: -5.5673 0.9348 1.8507  -0.001
C: -5.2392 0.3748 3.0695  0.002
C: -4.4050 -0.7103 3.1854  -0.003
C: -3.7943 -1.1988 2.0285  0.011
C: -3.3396 0.1015 -2.1947  -0.001
C: -3.9424 -0.2337 -3.4167  0.000
C: -4.2045 0.7891 -4.3393  0.000
C: -3.7836 2.0735 -4.0485  0.000
C: -3.1883 2.3981 -2.8367  -0.001
C: -2.9590 1.4125 -1.9125  0.001
C: -3.9781 -2.8781 -1.5774  0.002
C: -3.3160 -3.5381 -2.6283  -0.001
C: -3.7323 -4.8060 -3.0328  0.001
C: -4.8106 -5.4062 -2.4089  0.000
C: -5.4264 -4.7988 -1.3409  0.000
C: -5.0336 -3.4985 -0.9285  0.001
H: -1.3108 -2.4464 -1.5595  0.003
H: -5.2418 0.8436 -0.2805  0.000
H: -6.2797 1.7422 1.8157  0.000
H: -5.7117 0.7638 3.9510  0.000
H: -4.2385 -1.2115 4.1366  0.000
H: -3.1075 -2.0466 2.1003  0.001
H: -4.3020 -1.2262 -3.6536  0.000
H: -4.7394 0.6379 -5.2621  0.000
H: -3.9691 2.8564 -4.7663  0.000
H: -2.9507 3.4367 -2.6499  0.000
H: -2.5517 1.6742 -0.9519  0.002
H: -2.5005 -3.0372 -3.1658  -0.001
H: -3.3005 -5.2725 -3.8962  0.000
H: -5.1600 -6.3870 -2.7482  0.000
H: -6.2733 -5.2579 -0.8794  0.000
H: -5.5777 -3.0200 -0.1312  0.000

The calculation puts the energy above the lowest of the compared OMol25 structures with the same formula, charge and spin at 0.0 kJ/mol. The HOMO energy (spin up / spin down) is -12.51 / -12.88 eV. Its charge is +2. The value obtained for the HOMO-LUMO gap (spin up / spin down) is 7.94 / 5.26 eV. The spin multiplicity is 5. The lowest unoccupied orbital energy (spin up / spin down) is -4.57 / -7.62 eV.

***

3.
Below is one molecule with the formula C4H7N3 in a non-equilibrium geometry, with properties calculated with ωB97M-V with the def2-TZVPD basis set.

Each line ends with the natural charge from an NBO analysis.
CARTESIAN COORDINATES (ANGSTROEM)
H: 1.2868 2.4239 -0.1790  0.356
N: 0.3793 2.0077 -0.0447  -0.709
C: 0.4825 0.7282 -0.2407  0.377
C: 1.8373 0.0571 -0.0195  -0.079
C: 2.9364 -0.3408 0.1731  -0.231
N: -0.5647 -0.1918 -0.1130  -0.260
C: -1.8554 0.4094 0.1792  -0.420
N: -0.4018 -1.5574 -0.0521  -0.636
H: 3.7404 -1.1292 0.2676  0.253
H: -2.0638 0.3885 1.2640  0.192
H: -1.9075 1.3981 -0.2626  0.249
H: -2.4897 -0.2881 -0.2807  0.186
H: -0.1457 -1.9293 -0.9556  0.358
H: -1.2341 -1.9763 0.2639  0.363

The calculation puts the energy above the lowest of the compared OMol25 structures with the same formula, charge and spin at 392.1 kJ/mol. The HOMO energy is -8.17 eV. Its charge is 0. The value obtained for the HOMO-LUMO gap is 9.07 eV. The spin multiplicity is 1. Its SMILES is [H]/N=C(\C#C)N(C)N. The lowest unoccupied orbital energy is 0.90 eV.

***

4.
Below is a 3-piece molecular cluster, C23H47ClN7O2 overall in a non-equilibrium geometry, with properties calculated with ωB97M-V with the def2-TZVPD basis set.

Each line ends with the Mulliken spin population.
CARTESIAN COORDINATES (ANGSTROEM)
N: -2.1653 -3.1798 5.4696  0.000
C: -0.9429 -3.7913 5.1604  0.000
N: -0.3530 -4.9046 5.6063  0.000
C: 0.7938 -4.9447 4.8734  0.000
N: 1.6901 -5.9606 4.9854  0.000
N: 0.8950 -3.9137 4.0232  0.000
C: 1.9739 -3.6469 3.0551  0.000
C: 1.8387 -2.2889 2.3177  0.002
C: 0.9765 -2.3258 1.0351  0.005
Cl: -0.5012 -3.3550 1.1476  0.000
N: -0.2081 -3.1985 4.2360  0.000
H: -2.2694 -2.9952 6.4627  0.000
H: -2.8975 -3.7894 5.1109  0.000
H: 2.6004 -5.8528 5.4054  0.000
H: 1.4196 -6.8623 4.6222  0.000
H: 2.9009 -3.5849 3.6552  0.000
H: 2.1241 -4.4922 2.3659  0.000
H: 2.8605 -2.0180 1.9939  0.002
H: 1.5351 -1.5154 3.0458  0.000
H: 0.6480 -1.2946 0.8260  -0.004
H: 1.5762 -2.6452 0.1732  0.001
H: -0.4689 -2.3408 3.7610  0.000
C: 3.6908 2.7219 -1.8291  0.016
C: 3.9718 1.2082 -1.6331  0.026
C: 4.8793 0.6803 -2.7571  0.021
C: 4.1690 0.4172 -4.0839  -0.020
C: 2.9096 -0.4163 -3.8725  0.026
C: 1.9691 0.2023 -2.8348  0.021
N: 2.6691 0.4817 -1.5471  0.346
O: 2.8719 -0.6558 -0.9383  0.559
C: 1.3551 1.4928 -3.4147  0.020
C: 0.7582 -0.7164 -2.6304  -0.045
C: 4.7706 1.1265 -0.3251  -0.005
H: 2.6824 2.9895 -1.5103  -0.011
H: 4.3632 3.3380 -1.2311  0.001
H: 3.8203 3.0423 -2.8636  0.001
H: 5.3456 -0.2576 -2.4367  0.002
H: 5.6988 1.3836 -2.9243  0.002
H: 3.9285 1.3609 -4.5805  -0.001
H: 4.8469 -0.1133 -4.7560  0.002
H: 2.3873 -0.5328 -4.8251  0.000
H: 3.1995 -1.4259 -3.5621  0.005
H: 0.7134 1.9832 -2.6789  -0.006
H: 0.7363 1.2607 -4.2828  -0.001
H: 2.0891 2.2173 -3.7584  0.003
H: 1.0449 -1.7228 -2.3201  0.002
H: 0.2028 -0.8230 -3.5626  0.000
H: 0.0758 -0.3048 -1.8818  0.027
H: 4.1707 1.4595 0.5248  -0.002
H: 5.6507 1.7676 -0.3832  0.000
H: 5.1328 0.1190 -0.1195  0.001
C: -3.7486 3.6381 1.1116  0.015
C: -3.1528 3.1890 -0.2495  0.022
C: -4.2409 3.1877 -1.3370  0.018
C: -5.1791 1.9811 -1.3042  -0.017
C: -4.3888 0.6789 -1.2282  0.018
C: -3.3998 0.6669 -0.0601  0.046
N: -2.5012 1.8557 -0.0765  0.363
O: -1.6310 1.6923 -1.0384  0.575
C: -4.1881 0.5947 1.2640  0.006
C: -2.5998 -0.6378 -0.0838  -0.043
C: -2.1432 4.2858 -0.6142  -0.011
H: -3.2833 3.1143 1.9480  -0.013
H: -3.5784 4.6991 1.2962  0.001
H: -4.8277 3.4863 1.1686  0.001
H: -3.7675 3.2150 -2.3240  0.003
H: -4.8336 4.1026 -1.2606  0.000
H: -5.8738 2.0615 -0.4635  -0.001
H: -5.7953 1.9793 -2.2057  0.002
H: -5.0812 -0.1622 -1.1392  -0.001
H: -3.8553 0.5314 -2.1729  0.005
H: -3.5123 0.6312 2.1222  -0.008
H: -4.7419 -0.3441 1.3247  0.000
H: -4.9264 1.3829 1.3843  0.002
H: -2.0661 -0.7830 -1.0234  0.003
H: -3.2630 -1.4961 0.0326  0.000
H: -1.8728 -0.6682 0.7321  0.012
H: -1.3219 4.3209 0.1045  0.000
H: -2.6320 5.2608 -0.6099  0.001
H: -1.7241 4.1524 -1.6113  0.002

The HOMO energy (spin up / spin down) is -10.53 / -11.31 eV. Its charge is +1. The value obtained for the HOMO-LUMO gap (spin up / spin down) is 7.88 / 8.67 eV. The spin multiplicity is 3. The lowest unoccupied orbital energy (spin up / spin down) is -2.64 / -2.64 eV.

***

5.
Below is one molecule with the formula C19H19F2NO3S, with properties calculated with ωB97M-V with the def2-TZVPD basis set.

Each line ends with the natural charge from an NBO analysis.
CARTESIAN COORDINATES (ANGSTROEM)
C: -5.1346 -1.4583 -0.7101  -0.607
C: -3.6497 -1.7729 -0.8350  -0.384
C: -2.8113 -0.9294 0.1334  -0.343
C: -2.7963 0.5249 -0.2833  0.823
O: -2.8487 0.9418 -1.4059  -0.589
O: -2.6352 1.3197 0.7979  -0.525
C: -2.3924 2.6950 0.5347  -0.178
C: -0.9228 2.9683 0.1815  0.660
O: -0.5884 3.9573 -0.4225  -0.589
N: -0.0961 1.9966 0.6483  -0.630
C: 1.2752 1.8396 0.4528  0.231
C: 2.0210 2.6735 -0.3766  -0.247
C: 3.3678 2.4297 -0.5618  -0.203
C: 3.9799 1.3643 0.0825  -0.196
S: 5.7182 1.0772 -0.1841  0.214
C: 5.6452 -0.7308 -0.4602  0.433
F: 6.6215 -1.1086 -1.2942  -0.331
F: 5.8218 -1.4266 0.6821  -0.345
C: 3.2517 0.5535 0.9420  -0.216
C: 1.9034 0.7869 1.1162  -0.251
C: -1.3685 -1.3921 0.1510  -0.027
C: -0.8614 -2.0675 1.2538  -0.217
C: 0.4438 -2.5297 1.2552  -0.213
C: 1.2605 -2.3103 0.1591  -0.218
C: 0.7666 -1.6240 -0.9375  -0.202
C: -0.5406 -1.1709 -0.9442  -0.179
H: -5.7080 -2.0733 -1.3988  0.217
H: -5.4881 -1.6537 0.3005  0.200
H: -5.3222 -0.4139 -0.9475  0.209
H: -3.4729 -2.8291 -0.6216  0.210
H: -3.3170 -1.5692 -1.8534  0.221
H: -3.2231 -0.9957 1.1445  0.231
H: -2.6564 3.2399 1.4439  0.220
H: -3.0117 3.0434 -0.2975  0.235
H: -0.5339 1.2599 1.1894  0.416
H: 1.5410 3.4977 -0.8767  0.257
H: 3.9502 3.0634 -1.2115  0.227
H: 4.6701 -1.0078 -0.8873  0.145
H: 3.7286 -0.2532 1.4765  0.229
H: 1.3315 0.1492 1.7741  0.219
H: -1.4941 -2.2432 2.1123  0.213
H: 0.8226 -3.0630 2.1146  0.218
H: 2.2768 -2.6749 0.1625  0.217
H: 1.3974 -1.4438 -1.7953  0.217
H: -0.9211 -0.6401 -1.8038  0.225

The HOMO energy is -8.48 eV. Its charge is 0. The value obtained for the HOMO-LUMO gap is 9.04 eV. The spin multiplicity is 1. Its SMILES is CC[C@H](C(=O)OCC(=O)Nc1ccc(SC(F)F)cc1)c1ccccc1. The lowest unoccupied orbital energy is 0.56 eV.

***

6.
Below is one molecule with the formula CH4N2S2 in a non-equilibrium geometry, with properties calculated with ωB97M-V with the def2-TZVPD basis set.

Each line ends with the natural charge from an NBO analysis.
CARTESIAN COORDINATES (ANGSTROEM)
N: 0.4081 1.2453 -0.2442  -0.822
C: 0.7758 -0.1424 -0.1827  0.265
S: 2.3553 -0.6613 -0.1946  -0.234
N: -0.2197 -1.0424 -0.1071  -0.734
S: -1.8794 -0.5031 -0.2880  0.192
H: -0.5438 1.3217 0.1563  0.387
H: 1.1615 1.8723 -0.0954  0.416
H: 0.0226 -1.9914 0.0063  0.431
H: -2.0805 -0.0987 0.9494  0.098

The calculation puts the energy above the lowest of the compared OMol25 structures with the same formula, charge and spin at 31.2 kJ/mol. The HOMO energy is -8.45 eV. Its charge is 0. The value obtained for the HOMO-LUMO gap is 8.80 eV. The spin multiplicity is 1. Its SMILES is NC(=S)NS. The lowest unoccupied orbital energy is 0.34 eV.